# C46H83F6N14O4P

A cluster of 10 separate species, C46H83F6N14O4P in total at a distorted geometry (ωB97M-V/def2-TZVPD, the OMol25 dataset).

```
154
Properties=species:S:1:pos:R:3:forces:R:3:lowdin_charge:R:1
P -3.9546 22.3957 -21.0929 -0.07 1.36 1.64 0.24
F -2.5992 22.0654 -20.3190 1.62 0.66 -0.39 -0.16
F -3.8113 20.8474 -21.6320 -1.33 -0.23 -0.02 -0.20
F -3.9549 23.9404 -20.5421 0.11 -0.61 -1.41 -0.15
F -5.4236 22.5556 -21.8328 0.81 -0.30 0.49 -0.18
F -3.2395 22.8585 -22.4822 0.08 0.05 0.38 -0.18
F -4.6500 22.0641 -19.6587 -1.23 -1.27 -0.96 -0.16
O -0.3490 26.3289 -21.3058 -0.31 -2.32 -1.47 -0.12
O -5.4382 25.1729 -15.5145 -0.23 -0.84 -0.55 -0.12
O -0.0618 28.2635 -20.3260 -0.63 0.34 0.17 -0.04
O -7.3042 24.1639 -14.8462 -1.08 -1.06 -0.57 -0.04
N -5.4410 22.5918 -26.1671 -1.50 -0.54 -5.32 -0.11
N -7.2956 24.8460 -20.1372 -0.52 -3.27 2.53 -0.03
N -4.0659 18.9265 -17.4560 -3.44 -0.59 -2.33 -0.02
N -2.5153 17.3295 -23.4713 1.98 -1.85 1.82 -0.12
N -0.3136 23.3585 -14.7479 1.00 -0.82 -0.23 -0.04
N -3.7441 28.8630 -26.5452 -0.65 -1.80 3.74 -0.10
N -0.7972 15.9807 -22.7849 -3.82 2.11 -1.79 -0.04
N 0.2189 22.9263 -23.8161 0.30 0.66 -0.70 -0.08
N 2.1397 23.1921 -22.6872 -3.07 -1.00 -1.43 -0.02
N -3.7739 28.1189 -24.4256 0.46 1.90 -2.01 -0.06
N -5.6489 18.8913 -19.1085 2.96 0.25 3.91 -0.09
N -0.8615 23.7573 -16.8418 1.47 -3.04 -0.04 -0.07
N -8.3035 23.2941 -18.8092 2.45 2.24 -3.89 -0.10
N -5.5414 22.5230 -28.5000 0.62 0.21 4.87 -0.04
C 1.0194 23.4722 -21.8864 1.25 2.12 0.90 0.00
C -5.0447 28.8377 -26.0941 -0.91 -0.58 2.01 0.02
C -7.9259 26.3997 -21.8634 0.43 0.36 -0.67 -0.06
C -3.2943 25.9088 -23.6382 -0.10 -1.40 0.91 -0.07
C 1.1506 24.0405 -12.8193 -1.40 0.42 0.12 -0.05
C -3.2398 29.3524 -27.8062 0.17 1.49 0.36 0.03
C -1.8841 24.1482 -16.0886 -0.74 1.34 1.82 -0.02
C 3.6113 23.2541 -22.3976 -0.39 0.71 0.47 -0.13
C 4.1715 24.6777 -22.5505 0.18 -0.12 -0.47 -0.05
C -4.7563 22.5711 -27.3264 0.81 -0.22 -1.64 0.00
C -6.2606 24.1924 -15.4897 2.35 1.96 0.51 -0.80
C 1.5808 22.8269 -23.8663 -0.02 0.07 0.33 -0.01
C -8.8941 22.0760 -18.4126 -1.43 -1.08 0.87 -0.02
C 0.2551 15.3832 -21.9478 0.35 -0.23 -1.03 -0.15
C 1.6236 15.7716 -22.5845 -0.38 -1.07 1.87 -0.04
C -2.3703 16.4087 -24.4482 2.51 -2.39 0.80 0.01
C -6.7531 22.5434 -26.5643 -1.25 -0.33 -2.72 0.02
C -2.0853 27.1140 -19.8302 0.63 -0.01 0.19 -0.04
C -4.3626 19.2429 -18.7420 -0.42 0.07 -0.52 0.00
C -6.7824 25.5650 -21.2985 -0.87 0.58 -0.26 -0.18
C -7.6831 25.4123 -18.9277 -1.31 -0.05 0.34 0.03
C -5.6815 22.9745 -16.2583 -0.63 -0.41 0.00 -0.06
C -4.9420 22.5667 -24.8529 0.27 0.48 1.67 -0.01
C -5.0933 28.4022 -24.7233 1.56 0.41 -3.55 0.04
C -6.2346 18.3334 -17.9824 2.01 0.32 0.85 0.02
C -5.2526 18.3520 -16.9994 -0.72 -0.68 0.18 0.02
C -0.7371 27.2566 -20.5691 0.69 1.05 0.75 -0.83
C 0.0288 23.1185 -16.0060 0.64 1.50 -1.68 -0.03
C -8.3763 24.4854 -18.1332 1.57 0.72 -1.57 0.04
C -2.9795 28.5032 -25.4649 -1.27 -0.69 -1.03 0.02
C 0.4326 22.8810 -13.5479 1.44 0.64 -0.03 -0.13
C -3.5905 18.2607 -23.3022 -0.57 1.38 -0.64 -0.01
C -1.2843 15.5561 -24.0597 -1.48 1.57 0.29 0.06
C -0.8722 23.7180 -18.3187 0.10 1.00 0.69 0.03
C -7.6077 23.5028 -20.0141 -1.40 1.07 1.69 0.03
C -6.8312 22.4854 -28.0188 0.77 0.23 2.87 0.04
C -5.0362 22.2801 -29.8721 2.02 1.15 0.47 -0.09
C -2.5725 20.6824 -16.6722 0.75 0.56 0.11 -0.05
C -3.2684 27.3648 -23.3038 0.19 -0.30 -0.05 -0.16
C -3.5440 22.8845 -29.9960 -0.73 -1.22 -0.18 -0.05
C -1.5783 17.0642 -22.4844 -0.66 -0.10 -1.16 0.02
C -2.8326 19.1773 -16.6997 -0.02 0.96 0.20 -0.12
C -6.1908 18.8441 -20.4013 -0.45 -0.01 -1.44 -0.02
C -0.7803 22.5825 -24.8817 1.51 0.17 0.19 0.02
C -1.4829 24.0134 -14.7865 -2.39 0.09 0.56 0.00
C -0.1432 23.5090 -22.6096 1.79 -1.39 0.45 0.00
H -7.6472 22.4056 -28.7218 -0.23 0.08 0.41 0.14
H -1.0737 23.4751 -25.4343 -0.13 0.07 0.29 0.09
H -8.5399 21.8735 -17.4018 -0.09 -0.52 -0.13 0.10
H -5.8965 28.2346 -24.0210 0.06 0.10 -0.25 0.12
H -2.6657 25.5369 -24.4474 0.08 0.42 -0.14 0.08
H -8.7788 25.7937 -22.1688 -0.02 0.11 0.14 0.09
H -4.3750 18.1730 -24.0539 0.14 -0.83 -0.05 0.11
H -5.0400 21.1929 -29.9496 0.26 0.12 -0.47 0.13
H -4.3149 25.5488 -23.7678 -0.20 0.15 -0.34 0.06
H -9.9789 22.1806 -18.3966 -0.09 0.38 0.41 0.11
H -7.2616 19.0378 -20.3377 0.10 0.15 -0.20 0.11
H 1.2666 23.8794 -20.9171 -0.56 0.07 0.04 0.13
H 2.1687 22.5261 -24.7209 -0.25 -0.12 -0.05 0.16
H -1.9074 28.4353 -25.5756 -0.02 -0.13 0.57 0.17
H -2.8025 27.8229 -20.2439 -0.10 0.07 0.26 0.05
H -4.0227 21.9858 -24.7786 -0.15 0.13 -0.02 0.09
H 4.0573 22.5160 -23.0642 0.17 0.20 0.08 0.12
H -4.0663 18.1710 -22.3256 0.35 0.22 -0.07 0.08
H -3.7014 19.7653 -19.4175 -0.02 -0.03 0.05 0.13
H -2.6055 21.1106 -17.6740 -0.44 0.11 -0.01 0.06
H -0.4297 22.8127 -18.7343 -0.31 -0.05 0.27 0.09
H -3.8855 29.1555 -28.6621 -0.02 -0.20 0.35 0.11
H -5.1396 22.3271 -15.5688 0.13 0.12 0.25 0.05
H -7.5339 22.4616 -25.8225 -0.11 0.18 -0.28 0.13
H -2.2149 29.0216 -27.9745 -0.22 -0.08 0.04 0.11
H 1.3038 22.3052 -13.8602 -0.75 -0.84 -0.52 0.12
H -3.2510 30.4114 -27.5484 0.43 0.37 -1.20 0.12
H -7.5074 26.8825 -22.7465 -0.21 0.03 -0.32 0.06
H 0.1317 15.6521 -20.8987 0.08 0.94 -0.24 0.13
H 3.6361 25.4476 -21.9949 -0.40 -0.25 -0.07 0.09
H -7.5726 26.4784 -18.7951 0.08 -0.16 0.28 0.15
H -5.6731 19.5660 -21.0330 -0.25 0.00 -0.04 0.08
H -0.2939 22.3323 -12.9485 0.40 -0.02 0.11 0.13
H -2.0261 18.6215 -17.1779 -0.06 -0.04 0.20 0.13
H -7.2506 17.9677 -17.9638 0.18 -0.04 0.04 0.14
H -5.0084 23.3006 -17.0512 -0.07 0.00 -0.04 0.04
H -3.2072 19.2532 -23.5388 -0.01 0.21 0.80 0.09
H 4.2241 24.9494 -23.6048 -0.16 0.15 0.03 0.08
H -5.7070 22.1543 -24.1950 0.21 -0.13 -0.05 0.10
H -0.2906 24.5846 -18.6331 -0.13 0.00 -0.37 0.10
H -6.4322 24.8773 -22.0682 0.06 -0.25 0.43 0.10
H 1.7192 24.6656 -13.5078 -0.35 0.06 -0.21 0.09
H -3.9635 27.4725 -22.4711 0.49 0.60 0.19 0.13
H -3.6808 22.4737 -27.3153 -0.11 0.25 -0.27 0.14
H -1.5954 17.7427 -21.6443 0.59 -0.49 0.31 0.16
H 2.3163 15.3965 -21.8311 0.49 0.36 -0.08 0.09
H -7.4653 22.6978 -20.7199 0.17 0.39 -0.02 0.13
H -4.7837 23.5956 -24.5298 0.30 -0.16 0.16 0.09
H -6.4684 22.3338 -16.6563 -0.19 -0.14 -0.26 0.03
H -3.1828 21.2390 -15.9610 -0.65 -0.24 -0.43 0.08
H -8.2215 27.2349 -21.2283 -0.15 -0.33 0.26 0.09
H -2.2438 27.6897 -23.1230 -0.18 0.11 0.61 0.14
H -2.4904 26.1022 -19.8159 -0.06 -0.07 -0.32 0.03
H 0.9666 22.7127 -16.3556 -0.07 -0.04 0.20 0.16
H -0.9113 14.6990 -24.6008 0.15 0.06 0.26 0.14
H 3.7659 22.9486 -21.3627 -0.27 -0.30 -0.10 0.13
H -2.8603 24.5047 -16.3824 0.01 0.30 -0.39 0.14
H -1.1391 23.8415 -22.3567 0.21 -0.16 0.07 0.11
H -8.8217 21.2476 -19.1172 0.97 0.18 -0.01 0.09
H -6.0543 17.8322 -20.7826 -0.10 0.01 -0.26 0.11
H -1.8180 27.3785 -18.8071 -0.53 0.29 0.08 0.07
H -5.8734 29.1139 -26.7291 0.12 0.09 0.06 0.13
H -3.0186 18.8401 -15.6800 0.13 -0.35 -0.22 0.14
H -0.0030 14.3279 -21.8595 0.50 -0.25 -0.69 0.14
H -0.2701 21.9341 -25.5940 -0.14 -0.13 0.08 0.09
H -5.7080 22.7181 -30.6103 -0.06 0.03 0.29 0.13
H -5.9865 26.2679 -21.0523 0.23 -0.49 0.52 0.13
H 0.3290 24.5837 -12.3525 0.50 0.68 0.18 0.08
H -5.2865 17.8537 -16.0418 -0.11 0.38 0.11 0.14
H -2.9818 25.4053 -22.7234 0.30 -0.12 0.02 0.06
H -1.5796 20.9678 -16.3247 0.39 -0.71 0.05 0.07
H -8.8467 24.5382 -17.1625 0.23 0.28 0.11 0.15
H 5.1931 24.7483 -22.1768 0.05 -0.42 0.01 0.09
H -2.1315 24.1802 -13.9392 0.36 0.16 0.19 0.16
H 1.9154 15.2426 -23.4918 -0.55 0.27 -0.16 0.09
H -2.8701 22.3581 -29.3201 -0.06 -0.33 -0.09 0.05
H -1.9218 23.8766 -18.5659 0.25 -0.26 -0.51 0.08
H 1.8785 23.7784 -12.0514 -0.37 -0.66 0.00 0.09
H -1.6285 22.0709 -24.4268 0.16 0.17 0.06 0.07
H -3.0694 16.3152 -25.2660 0.28 0.01 -0.05 0.14
H -3.1738 22.6904 -31.0027 -0.16 -0.14 0.01 0.09
H -3.3208 23.9346 -29.8076 -1.04 0.19 0.04 0.08
H 1.6857 16.8587 -22.6335 0.17 -0.16 -0.24 0.08
```
Forces are in eV/Å.

## Properties
- Frontier orbital gap: 4.472 eV
- Max |F|: 5.56 eV Å⁻¹
- Relative energy (zero: lowest compared OMol25 entry of this formula, charge and spin): 4.2387 eV
- Highest occupied orbital energy: -0.4691 Eh
- Charge: +4
- E_LUMO: -0.305 Ha